# 1
{
  "formula": "C9H11NS",
  "method": "ωB97M-V/def2-TZVPD",
  "symbols": ["C", "C", "C", "C", "C", "C", "C", "C", "C", "N", "S", "H", "H", "H", "H", "H", "H", "H", "H", "H", "H", "H"],
  "positions_angstrom": [[-1.486271, 1.625443, 2.260410], [-0.139249, 1.614653, 1.814693], [-2.379573, 1.823218, 1.246999], [-0.013774, 1.657417, 0.458678], [0.811674, -1.389591, -2.156366], [-0.635408, -1.399695, -1.609905], [0.644623, -1.170907, -0.777643], [0.948457, -1.780911, 0.553430], [1.021566, 1.197446, -0.334381], [1.435537, -1.265371, -3.218961], [-1.590455, 1.948915, -0.280912], [-1.650081, 1.678650, 3.352615], [0.689690, 1.534969, 2.529068], [-3.472109, 1.778454, 1.377711], [-1.222412, -0.616447, -2.034442], [-1.244480, -2.256784, -1.459743], [0.426573, -1.275713, 1.380531], [2.029546, -1.763685, 0.710883], [0.328286, -2.795085, 0.687727], [1.008908, 1.182381, -1.433411], [2.037220, 0.850117, 0.123891], [2.451733, -1.177473, -3.190872]],
  "forces_ev_per_angstrom": [[0.85, 1.03, 0.81], [-0.06, -0.33, 1.50], [-0.64, -0.42, 0.35], [-0.98, -0.12, -0.80], [-1.12, -0.05, 1.52], [2.21, 0.71, -0.54], [-1.33, 0.93, 1.25], [-1.86, -1.37, -0.04], [2.89, -2.59, -0.97], [0.46, -0.59, -1.86], [-0.04, -0.39, 0.49], [-0.51, -0.36, -0.89], [-0.24, -0.12, -0.57], [0.72, 0.41, -0.40], [-0.29, 0.97, 0.13], [0.00, -1.09, 0.21], [0.39, 0.72, -0.33], [-0.26, -0.71, 0.32], [2.06, 1.41, -0.66], [-0.02, 0.59, 0.66], [-2.02, 1.11, -0.75], [-0.22, 0.27, 0.57]],
  "homo_lumo_gap_ev": [6.8, 7.0],
  "lumo_energy_ev": [-0.497, -0.527],
  "e_homo_ev": [-7.27, -7.57]
}


# 2
{
  "formula": "C4H6O2S",
  "method": "ωB97M-V/def2-TZVPD",
  "symbols": ["C", "C", "C", "O", "O", "C", "S", "H", "H", "H", "H", "H", "H"],
  "positions_angstrom": [[2.295233, -0.626973, 0.910987], [1.230813, 0.020205, 0.437886], [1.284197, 1.415947, -0.194674], [1.071031, 1.405551, -1.584667], [-0.003211, -0.537482, 0.640320], [-1.044872, -0.248628, -0.169283], [-2.521824, -0.848625, 0.129268], [2.182304, -1.641753, 1.340269], [3.258180, -0.237236, 0.871913], [0.596314, 2.140265, 0.330575], [2.264335, 1.851321, 0.045199], [1.680313, 0.776986, -1.997845], [-0.767036, 0.380565, -1.013135]],
  "forces_ev_per_angstrom": [[-1.87, -1.41, 0.09], [0.71, 1.07, 0.04], [0.57, 0.19, 1.39], [-0.31, 0.08, -0.37], [-0.67, -0.43, -0.06], [-0.27, -0.38, 0.38], [0.64, 0.36, -0.24], [-0.03, 0.82, -0.25], [1.39, 0.80, -0.17], [0.10, -0.97, -0.92], [0.06, -0.31, -0.12], [-0.09, 0.18, 0.23], [-0.23, -0.02, 0.01]],
  "homo_lumo_gap_ev": 9.1,
  "lumo_energy_ev": 0.148,
  "e_homo_ev": -8.94,
  "smiles": "C=C(CO)OC=S"
}


# 3
{
  "formula": "C6H10N2O",
  "method": "ωB97M-V/def2-TZVPD",
  "symbols": ["C", "C", "C", "N", "C", "C", "N", "C", "O", "H", "H", "H", "H", "H", "H", "H", "H", "H", "H"],
  "positions_angstrom": [[0.259470, 2.159469, -3.653567], [-0.012635, 1.568320, -2.645584], [-0.374426, 1.249451, -1.268332], [-0.321954, -0.199142, -1.087400], [0.146405, -0.625139, 0.029630], [0.573052, -2.015285, 0.037401], [0.179802, 0.112838, 1.226981], [0.205077, -0.518594, 2.535723], [-0.927176, 0.956984, 1.309652], [0.675852, 2.580556, -4.579185], [-1.474342, 1.586626, -1.235379], [0.080790, 1.931559, -0.583820], [0.112207, -2.493228, -0.925393], [0.197805, -2.548976, 0.979033], [1.721760, -2.139888, 0.119316], [0.286571, 0.174795, 3.430097], [-0.746892, -0.995989, 2.767498], [1.072136, -1.146145, 2.574614], [-1.653503, 0.361788, 0.968715]],
  "forces_ev_per_angstrom": [[0.87, 0.11, -1.37], [0.38, 0.93, 0.16], [-3.47, -0.05, -1.37], [1.23, 0.93, 1.08], [-0.71, 0.38, -0.35], [0.54, -3.12, 0.55], [0.19, 0.49, 0.69], [0.41, 0.42, 1.02], [-1.55, -0.13, -0.91], [-0.69, -0.45, 1.02], [1.23, -0.50, 0.15], [0.87, -0.09, 0.61], [1.29, 0.73, 1.91], [0.31, 0.47, -1.40], [-1.80, 0.29, -0.54], [0.27, -0.04, -1.64], [0.00, -0.72, -0.33], [0.21, -0.78, 0.21], [0.42, 1.12, 0.49]],
  "homo_lumo_gap_ev": 9.7,
  "lumo_energy_ev": 0.677,
  "e_homo_ev": -9.04,
  "smiles": "C#CC/N=C(/C)N(C)O"
}


# 4
{
  "formula": "C5H15N6O",
  "method": "ωB97M-V/def2-TZVPD",
  "symbols": ["C", "C", "C", "C", "C", "N", "N", "N", "N", "N", "N", "O", "H", "H", "H", "H", "H", "H", "H", "H", "H", "H", "H", "H", "H", "H", "H"],
  "positions_angstrom": [[-1.685290, -1.432420, -2.347895], [-1.651647, 0.109730, -1.747843], [-0.560237, 0.012628, -0.747324], [1.006719, 0.037510, 3.263264], [-0.845810, -1.449796, -3.601742], [1.459827, -0.426941, 2.195047], [0.506977, 0.673717, -0.900187], [0.704773, 1.389165, 3.624495], [0.785614, -0.842741, 4.317704], [2.005623, 0.407557, 1.234439], [-1.348044, 1.299611, -2.509779], [-2.155539, -2.225873, -1.622562], [-2.627560, 0.223429, -1.283835], [-0.531796, -0.674004, 0.108732], [-1.107414, -2.173692, -4.270489], [0.087665, -1.887697, -3.164690], [-0.635006, -0.515934, -4.090558], [1.300977, 0.617117, -0.210005], [0.583579, 1.367192, -1.680738], [0.618504, 1.464618, 4.603163], [1.189584, 2.157935, 3.202905], [1.382378, -1.626064, 4.027266], [-0.111767, -1.266379, 4.352398], [1.928304, 1.347723, 1.597466], [2.933336, -0.051418, 1.033924], [-1.740161, 1.277111, -3.362988], [-1.493590, 2.187915, -2.020168]],
  "forces_ev_per_angstrom": [[1.08, 3.63, -0.93], [-0.24, 0.55, 1.27], [-0.08, -0.83, 0.62], [-1.22, 2.68, 1.57], [1.16, -0.64, 2.48], [0.35, -1.68, -0.75], [0.86, 1.71, -1.39], [0.25, -1.91, -1.59], [1.31, -1.21, -0.25], [0.78, -0.60, -0.33], [1.80, -0.24, 2.25], [-0.38, -1.19, -0.06], [-0.10, -0.48, 0.53], [-0.46, 0.09, -0.33], [-1.10, -1.92, -1.93], [-0.16, 0.61, -0.43], [-0.13, 0.39, 0.20], [-0.35, -0.55, 0.56], [-0.51, -0.97, 0.55], [0.01, 0.24, 1.11], [0.11, 0.16, -0.15], [-0.15, 0.05, 0.67], [-1.28, 0.17, 0.18], [1.42, 0.50, -0.39], [-0.90, 1.73, 0.40], [-1.73, 0.39, -3.55], [-0.35, -0.69, -0.29]],
  "homo_lumo_gap_ev": 8.6,
  "lumo_energy_ev": -3.666,
  "e_homo_ev": -12.25,
  "total_charge": 1
}


The records above yield energy above the lowest of the compared OMol25 structures with the same formula, charge and spin values of 438.4, 165.2, 520.6, 0.0 kJ/mol, respectively.